{
  "formula": "C59H62CsI2N3O8P3",
  "method": "wB97M-V/def2-TZVPD",
  "lumo_ev": 1.9,
  "fmax_ev_per_a": 2.71,
  "total_energy_ev": -127663.4606,
  "homo_lumo_gap_ha": 0.24215,
  "multiplicity": 1,
  "relative_energy_kcal_mol": 24.0,
  "charge": -1,
  "symbols": ["Cs", "I", "C", "C", "C", "I", "C", "O", "C", "C", "N", "C", "C", "C", "C", "C", "C", "N", "C", "H", "H", "H", "H", "H", "H", "H", "H", "H", "H", "H", "O", "C", "C", "C", "C", "C", "C", "P", "C", "C", "C", "C", "C", "C", "C", "C", "C", "C", "C", "C", "C", "C", "C", "C", "C", "C", "P", "C", "C", "C", "C", "C", "C", "C", "C", "C", "C", "C", "C", "H", "H", "H", "H", "H", "H", "H", "H", "H", "H", "H", "H", "H", "H", "H", "H", "H", "H", "H", "H", "H", "H", "H", "H", "H", "H", "H", "H", "C", "C", "C", "C", "O", "P", "O", "O", "O", "C", "C", "C", "C", "H", "H", "H", "H", "H", "H", "H", "H", "H", "H", "H", "H", "H", "H", "H", "H", "H", "H", "N", "C", "C", "O", "O", "H", "H", "H", "H", "H"],
  "xyz": [[0.434, 0.892, 1.132], [8.125, 4.069, 1.062], [6.158, 3.468, 0.882], [5.338, 4.031, -0.082], [4.038, 3.580, -0.219], [2.770, 4.513, -1.563], [3.528, 2.510, 0.546], [2.383, 1.990, 0.353], [4.334, 2.070, 1.643], [3.757, 1.241, 2.792], [3.439, -0.174, 2.637], [4.293, -0.854, 1.688], [3.942, -2.308, 1.658], [4.668, -3.259, 2.364], [4.255, -4.577, 2.343], [3.112, -4.899, 1.631], [2.445, -3.879, 0.974], [2.844, -2.615, 0.963], [5.631, 2.528, 1.760], [5.699, 4.822, -0.725], [2.844, 1.732, 3.147], [4.482, 1.317, 3.612], [2.468, -0.330, 2.381], [5.339, -0.712, 1.986], [4.188, -0.444, 0.670], [5.535, -2.948, 2.932], [4.802, -5.338, 2.883], [2.724, -5.906, 1.602], [1.531, -4.097, 0.436], [6.237, 2.156, 2.578], [-0.470, -1.143, -3.633], [-1.634, -0.583, -4.051], [-1.807, 0.011, -5.286], [-3.033, 0.607, -5.559], [-4.050, 0.598, -4.617], [-3.843, -0.005, -3.381], [-2.626, -0.599, -3.074], [-2.164, -1.296, -1.455], [-1.776, -3.012, -1.931], [-0.566, -3.527, -1.483], [-0.122, -4.767, -1.918], [-0.884, -5.502, -2.810], [-2.092, -4.994, -3.275], [-2.526, -3.754, -2.843], [-3.783, -1.397, -0.627], [-4.268, -0.223, -0.048], [-5.477, -0.222, 0.627], [-6.192, -1.400, 0.786], [-5.695, -2.581, 0.260], [-4.504, -2.575, -0.451], [0.556, -1.579, -4.430], [0.345, -2.361, -5.549], [1.459, -2.842, -6.230], [2.735, -2.538, -5.779], [2.909, -1.746, -4.650], [1.817, -1.247, -3.953], [1.898, -0.255, -2.412], [3.644, 0.241, -2.406], [4.510, -0.671, -1.808], [5.863, -0.391, -1.692], [6.361, 0.819, -2.155], [5.504, 1.727, -2.759], [4.158, 1.433, -2.899], [0.951, 1.217, -2.967], [-0.049, 1.729, -2.144], [-0.828, 2.793, -2.565], [-0.623, 3.364, -3.813], [0.367, 2.860, -4.642], [1.140, 1.790, -4.219], [-0.996, 0.019, -6.000], [-3.184, 1.088, -6.516], [-5.000, 1.062, -4.836], [-4.635, -0.008, -2.645], [0.055, -2.932, -0.823], [0.830, -5.146, -1.572], [-0.529, -6.461, -3.159], [-2.680, -5.560, -3.983], [-3.450, -3.344, -3.234], [-3.685, 0.690, -0.081], [-5.845, 0.701, 1.051], [-7.122, -1.400, 1.339], [-6.225, -3.511, 0.406], [-4.126, -3.503, -0.856], [-0.664, -2.594, -5.861], [1.324, -3.461, -7.106], [3.604, -2.911, -6.302], [3.911, -1.502, -4.316], [4.118, -1.592, -1.394], [6.516, -1.104, -1.207], [7.407, 1.060, -2.031], [5.879, 2.681, -3.104], [3.503, 2.164, -3.352], [-0.248, 1.312, -1.163], [-1.597, 3.177, -1.906], [-1.234, 4.196, -4.135], [0.536, 3.293, -5.619], [1.902, 1.389, -4.880], [-1.046, 5.017, 4.650], [-0.991, 4.026, 3.498], [0.445, 3.706, 3.126], [-1.763, 4.540, 2.297], [-1.651, 2.852, 4.023], [-1.662, 1.368, 3.379], [-0.356, 0.678, 3.600], [-2.158, 1.430, 1.964], [-2.741, 0.665, 4.346], [-4.071, 1.149, 4.673], [-4.902, -0.119, 4.828], [-4.671, 2.025, 3.592], [-3.956, 1.881, 5.998], [-0.600, 5.968, 4.357], [-0.502, 4.634, 5.510], [-2.079, 5.196, 4.942], [0.964, 4.612, 2.806], [0.484, 3.011, 2.292], [0.972, 3.258, 3.964], [-1.255, 5.418, 1.897], [-2.772, 4.830, 2.587], [-1.838, 3.786, 1.520], [-4.395, -0.809, 5.498], [-5.057, -0.611, 3.869], [-5.879, 0.114, 5.252], [-4.691, 1.496, 2.648], [-4.126, 2.948, 3.452], [-5.692, 2.271, 3.893], [-3.555, 1.210, 6.755], [-4.940, 2.217, 6.325], [-3.298, 2.739, 5.914], [-2.785, -2.017, 2.629], [-1.442, -2.369, 2.203], [-0.772, -3.282, 3.215], [-1.619, -3.770, 4.130], [0.387, -3.592, 3.176], [-3.378, -1.798, 1.837], [-2.759, -1.186, 3.222], [-2.488, -3.359, 3.892], [-0.790, -1.524, 2.010], [-1.482, -2.971, 1.286]],
  "lowdin_charge": [1.44, 0.80, -0.79, -0.26, -0.65, 0.98, -0.50, -0.53, -0.15, -0.16, -0.04, -0.18, -0.27, -0.02, -0.07, -0.07, -0.15, 0.14, -0.14, 0.07, 0.11, 0.11, 0.03, 0.13, 0.10, 0.11, 0.10, 0.10, 0.08, 0.09, -0.07, -0.28, -0.01, -0.08, -0.09, -0.07, -0.28, 1.15, -0.37, -0.10, -0.07, -0.09, -0.08, -0.10, -0.39, -0.12, -0.09, -0.09, -0.08, -0.09, -0.28, -0.01, -0.08, -0.09, -0.06, -0.27, 1.15, -0.38, -0.14, -0.08, -0.08, -0.08, -0.11, -0.37, -0.16, -0.08, -0.09, -0.09, -0.11, 0.12, 0.10, 0.10, 0.10, 0.09, 0.10, 0.10, 0.10, 0.11, 0.10, 0.10, 0.10, 0.10, 0.09, 0.12, 0.10, 0.10, 0.10, 0.09, 0.10, 0.10, 0.11, 0.05, -0.05, 0.11, 0.10, 0.10, 0.11, -0.03, -0.62, -0.05, -0.02, -0.18, 0.15, -0.50, -0.45, -0.18, -0.61, -0.03, -0.03, -0.02, 0.09, 0.09, 0.08, 0.10, -0.04, 0.10, 0.09, 0.08, 0.07, 0.09, 0.07, 0.09, 0.05, 0.07, 0.09, 0.09, 0.08, 0.07, 0.06, -0.16, -0.52, 0.09, 0.10, 0.05, 0.06, 0.09, 0.05, 0.12]
}